(1)
DFT (the ωB97M-V functional and the def2-TZVPD basis) results for one molecule with the formula C4H7NO.

orbital gap = 10.7 eV
relative energy (zero: lowest compared OMol25 entry of this formula, charge and spin) = 137.5 kJ/mol
SMILES = O[C@H]1CC=NC1
LUMO energy = 0.9 eV
maximum force = 0.644 eV Å⁻¹
HOMO level = -0.3575 Ha

```
13
Properties=species:S:1:pos:R:3:forces:R:3
O 1.839749 0.613733 0.486459 -0.1146 -0.1615 0.3990
C 0.748153 0.336278 -0.366423 -0.3994 0.0864 -0.2758
C 0.215266 -1.115039 -0.279800 0.0322 0.0202 0.0060
C -1.168152 -0.923205 0.299181 -0.1901 0.0852 -0.0305
N -1.495818 0.260465 0.618760 0.0145 -0.2620 -0.5181
C -0.516443 1.152412 -0.002717 0.0072 0.4700 -0.1690
H 1.486958 0.635899 1.385090 0.2336 0.0080 0.0086
H 1.117485 0.572791 -1.368992 -0.1611 -0.0443 0.1628
H 0.827977 -1.700474 0.413664 -0.0023 0.0044 -0.0600
H 0.227610 -1.656684 -1.230732 -0.0972 0.1640 0.0397
H -1.922012 -1.701552 0.372534 0.3061 -0.3144 0.4711
H -0.324783 2.058457 0.588513 0.1217 -0.3138 -0.0794
H -1.035989 1.466914 -0.915540 0.2493 0.2578 0.0455
```
Forces are in eV/Å.

(2)
DFT (the ωB97M-V functional and the def2-TZVPD basis) results for a 3-piece molecular cluster, C12H32ClFO8P2Si overall.

orbital gap = 10.2 eV
SMILES = C[C@@H](Cl)C[SiH2]CCCF.COP(=O)(OC)OC.COP(=O)(OC)OC
LUMO energy = 0.4 eV
maximum force = 5.024 eV Å⁻¹
HOMO level = -0.3581 Ha

```
57
Properties=species:S:1:pos:R:3:forces:R:3
C 1.233098 -4.798210 5.090022 0.1580 -0.0209 -0.1026
C 2.597306 -4.146146 5.253501 -0.0136 0.4178 -0.5606
Cl 3.792257 -5.355000 5.874333 -0.0212 -0.0336 0.1243
C 3.132527 -3.540607 3.955810 -0.6131 0.2141 0.5145
Si 2.197730 -1.946889 3.520818 0.5156 -0.1737 -0.0103
C 2.874757 -0.588773 4.652499 -0.5552 0.1014 -0.0995
C 1.796495 0.192720 5.442907 0.1775 -0.3041 -0.1370
C 1.868035 -0.013368 6.937765 -0.2883 0.6788 0.1011
F 1.221431 -1.195450 7.301367 0.2718 -0.1506 -0.0463
H 1.169250 -5.273752 4.109918 0.0198 -0.1874 0.0715
H 1.074348 -5.541498 5.866655 -0.1529 0.0229 0.0149
H 0.444532 -4.047816 5.128920 0.0068 0.0275 0.1047
H 2.548809 -3.340583 5.987270 0.0740 -0.2878 0.3423
H 3.093734 -4.273405 3.150788 0.2328 -0.0238 -0.0234
H 4.152318 -3.203930 4.152956 0.1492 -0.1709 -0.3365
H 0.740079 -2.086275 3.755014 -0.0081 0.0037 -0.0967
H 2.501542 -1.634105 2.110470 -0.1775 0.0405 -0.0135
H 3.412248 0.095152 3.994316 0.1909 -0.0118 0.1099
H 3.586893 -1.027955 5.354351 0.1341 0.0148 -0.0885
H 1.861819 1.261212 5.233090 0.0601 0.0310 0.0671
H 0.797047 -0.123268 5.134424 -0.0818 0.1524 0.0323
H 1.352446 0.800974 7.453333 -0.1058 -0.0918 0.0446
H 2.893231 -0.029269 7.313098 0.0251 -0.2630 -0.0425
C 2.001374 3.694305 0.317031 0.1636 -0.0140 0.1374
O 2.704188 2.881645 -0.640869 -1.4609 0.5538 0.1211
P 2.251178 1.372101 -0.846492 2.5668 -1.8892 -1.5583
O 2.632382 0.474406 0.239925 -0.5649 0.3341 0.6030
O 3.090166 1.111211 -2.195629 -0.1530 0.1432 0.0584
C 4.463576 1.462663 -2.299566 0.0798 -0.0595 0.0227
O 0.840073 1.054229 -1.449779 -0.6654 1.0346 0.5655
C 0.324521 1.801188 -2.567439 -0.1581 0.0040 -0.1002
H 2.397672 4.701747 0.231475 0.0396 -0.0142 -0.0220
H 0.931406 3.714768 0.107457 -0.0033 -0.0366 -0.0173
H 2.173552 3.315993 1.324380 -0.0220 -0.0146 -0.0020
H 5.019927 1.133097 -1.420773 -0.0015 0.0206 0.0089
H 4.576307 2.539388 -2.429559 -0.0087 0.0086 0.0616
H 4.854230 0.956678 -3.179658 -0.0047 -0.0222 0.0171
H 0.862720 1.532965 -3.473636 0.0949 -0.0055 0.0451
H 0.405631 2.873722 -2.390498 0.0416 0.0006 -0.0084
H -0.724366 1.539267 -2.675443 -0.0015 -0.0341 0.0809
C -4.340008 2.328958 -7.144579 0.2717 0.0164 0.0002
O -4.437997 1.138878 -6.336921 -1.6130 1.5421 -0.5392
P -4.893477 1.254157 -4.810589 1.6158 -4.0070 2.5637
O -3.821016 1.769630 -3.957500 -0.1013 0.9685 -0.4165
O -5.130028 -0.341392 -4.647555 0.1175 0.0523 -0.1635
C -4.221881 -1.305446 -5.165903 0.0217 0.0053 0.0753
O -6.297986 1.581327 -4.155627 -0.3397 1.4600 -1.6015
C -7.530545 1.102886 -4.719576 -0.1006 -0.0422 0.0726
H -4.111409 2.007294 -8.156254 0.0154 -0.0450 0.0178
H -5.279622 2.880965 -7.153642 -0.0178 -0.0171 0.0204
H -3.539074 2.966514 -6.771374 -0.0185 0.0076 0.0190
H -3.191864 -1.043706 -4.919932 0.0142 -0.0020 -0.0284
H -4.333765 -1.402650 -6.245687 0.0378 0.0451 -0.0160
H -4.471045 -2.254912 -4.697199 0.0207 0.0094 0.0238
H -7.615746 0.030968 -4.557600 0.0632 -0.0152 -0.0210
H -7.598477 1.323889 -5.784550 0.0337 -0.0087 -0.0115
H -8.332533 1.619506 -4.200062 0.0386 0.0352 0.0214
```
Forces are in eV/Å.

Q: What is the formula in the first record?
A: C4H7NO